Entry from the OMol25 dataset: C18H24N4O4S2 in the gas phase in a non-equilibrium geometry (ωB97M-V/def2-TZVPD).

Summary:
Spin multiplicity: 1
Maximum force: 1.74 eV Å⁻¹
LUMO: 0.48 eV
Gap between HOMO and LUMO: 8.9515 eV
Total charge: 0
HOMO: -8.47 eV

XYZ file:
```
52
Properties=species:S:1:pos:R:3:forces:R:3
C -1.181 -5.100 -0.479 0.001 0.015 -0.004
C -1.077 -4.378 0.849 -0.297 0.285 -0.113
S -2.506 -3.289 1.177 0.038 -0.469 0.427
C -2.167 -1.996 0.095 -0.535 0.570 0.080
N -1.241 -1.993 -0.809 0.012 -1.280 0.562
N -1.174 -0.865 -1.495 0.330 1.437 -0.928
C -2.031 0.024 -1.140 -0.614 -0.548 0.938
N -2.163 1.259 -1.734 -0.262 0.142 -0.820
C -2.009 2.500 -1.166 0.056 -0.260 0.154
O -2.217 3.488 -1.827 -0.045 0.280 -0.067
C -1.478 2.477 0.269 0.046 0.260 0.500
N -0.131 1.946 0.205 -0.061 0.427 -0.112
C 0.241 0.765 0.755 0.065 0.036 0.012
O -0.520 0.067 1.398 0.171 -0.064 0.233
C 1.652 0.388 0.456 0.536 -0.089 0.032
C 1.900 -0.926 0.074 -0.007 -0.300 -0.058
C 3.192 -1.306 -0.258 -0.151 0.228 0.111
O 3.550 -2.544 -0.685 0.220 0.304 0.049
C 2.545 -3.524 -0.810 -0.179 -0.169 -0.035
C 4.235 -0.381 -0.169 0.207 0.062 0.000
C 3.986 0.919 0.239 -0.140 -0.167 -0.088
O 4.933 1.887 0.365 -0.320 0.003 0.068
C 6.273 1.557 0.084 0.211 -0.050 -0.046
C 2.679 1.310 0.541 -0.053 0.001 0.004
C -1.529 3.835 0.996 -0.157 -0.027 -0.263
C -0.643 4.894 0.344 -0.080 -0.132 0.081
C -2.974 4.319 1.087 0.189 -0.065 0.020
S -3.109 -0.524 0.153 0.615 -0.487 -0.821
H -2.097 -5.685 -0.525 -0.042 -0.084 -0.030
H -0.332 -5.769 -0.597 0.090 -0.122 -0.050
H -1.177 -4.382 -1.294 0.002 -0.052 -0.039
H -0.194 -3.744 0.897 0.070 -0.044 0.086
H -1.075 -5.077 1.685 0.032 0.077 0.054
H -2.311 1.268 -2.738 0.015 0.065 0.158
H -2.059 1.758 0.857 0.139 0.135 -0.108
H 0.538 2.455 -0.352 0.044 -0.137 -0.003
H 1.069 -1.608 0.017 -0.085 -0.121 -0.021
H 3.038 -4.398 -1.232 -0.075 0.035 0.033
H 2.123 -3.784 0.166 -0.011 0.028 -0.026
H 1.743 -3.198 -1.477 -0.002 0.000 0.034
H 5.223 -0.724 -0.428 0.142 0.002 -0.022
H 6.843 2.467 0.263 0.003 -0.094 -0.028
H 6.637 0.765 0.745 -0.015 0.017 -0.030
H 6.399 1.248 -0.959 -0.006 -0.002 0.041
H 2.510 2.323 0.869 -0.035 0.149 0.048
H -1.157 3.648 2.011 -0.028 -0.082 -0.108
H 0.405 4.601 0.367 0.161 0.041 0.001
H -0.945 5.059 -0.686 0.018 0.072 -0.056
H -0.739 5.831 0.886 0.065 0.102 0.064
H -3.357 4.549 0.097 -0.084 0.055 -0.065
H -3.028 5.219 1.694 -0.056 0.081 0.073
H -3.608 3.560 1.541 -0.138 -0.060 0.080
```
Forces are in eV/Å.

Entry from the OMol25 dataset: a gas-phase ion, C18H24N5O3 (charge +1) in a non-equilibrium geometry (ωB97M-V/def2-TZVPD).

Summary:
Spin multiplicity: 1
Maximum force: 4.64 eV Å⁻¹
LUMO: -3.08 eV
Gap between HOMO and LUMO: 7.9668 eV
Total charge: +1
HOMO: -11.05 eV

XYZ file:
```
50
Properties=species:S:1:pos:R:3:forces:R:3
C -1.767 0.728 -5.106 0.990 0.616 0.274
N -1.090 -0.040 -4.001 0.100 -1.855 -1.375
C -1.049 0.314 -2.715 0.026 4.494 1.171
O -1.484 1.430 -2.395 -0.164 -1.248 0.263
C -0.276 -0.513 -1.654 0.419 0.620 -1.947
C 1.140 -0.941 -2.226 -2.902 -2.874 1.646
C 1.744 -1.772 -1.142 2.349 1.152 -0.108
C 2.681 -1.199 -0.228 -2.511 0.245 -1.552
C 3.293 -1.911 0.732 0.114 -1.521 0.978
C 2.992 -3.291 0.810 -0.146 -0.932 -0.131
C 2.167 -3.923 -0.169 1.368 0.473 1.663
C 1.598 -3.115 -1.131 -0.756 -2.609 -1.461
N -0.184 0.115 -0.325 0.252 -0.292 -1.855
C 0.426 1.285 -0.132 -0.259 2.784 -0.448
O 0.890 1.997 -0.980 1.333 -0.004 -1.523
C 0.370 1.887 1.251 -1.355 0.223 2.714
C 1.229 3.104 1.778 3.096 -2.873 -1.408
C 2.098 2.708 2.989 0.045 0.757 0.659
C 3.446 3.022 3.253 -2.551 1.143 -2.130
N 3.635 2.777 4.581 -1.242 -3.183 -0.397
C 2.590 1.970 5.009 0.112 2.231 2.269
N 1.557 2.104 4.161 1.028 0.909 -0.702
N -1.017 2.227 1.616 -0.186 -1.377 0.223
C -1.588 1.718 2.751 -0.355 1.806 -0.986
C -3.090 1.950 2.887 2.149 1.038 -0.996
O -0.867 1.259 3.628 -0.223 -0.562 0.716
H -2.343 0.040 -5.683 -0.507 -0.576 -0.291
H -1.062 1.217 -5.835 -0.195 -0.615 1.041
H -2.425 1.539 -4.758 0.388 -0.622 0.420
H -0.815 -1.021 -4.180 -0.324 1.121 -0.312
H -0.930 -1.356 -1.641 0.049 -1.170 0.945
H 1.094 -1.507 -3.158 -0.792 -0.551 0.238
H 1.743 -0.217 -2.559 2.033 3.622 -0.365
H 2.735 -0.142 -0.217 0.496 1.017 -0.295
H 3.953 -1.353 1.406 -0.158 -0.737 0.007
H 3.400 -3.891 1.632 -0.019 0.212 -0.451
H 2.005 -5.019 -0.241 0.276 0.935 0.453
H 1.125 -3.717 -1.960 0.000 1.234 0.764
H -0.644 -0.251 0.457 -0.765 -1.010 0.823
H 0.585 1.016 1.852 0.271 -0.079 0.855
H 2.014 3.259 1.010 -0.489 0.347 0.084
H 0.708 4.021 1.897 -0.705 0.540 0.257
H 4.087 3.534 2.483 -0.409 -0.612 1.572
H 4.497 2.800 5.082 0.652 -0.019 0.115
H 2.662 1.553 6.068 -0.721 0.541 -1.821
H 0.449 2.082 4.271 2.118 -1.353 -0.292
H -1.548 2.794 0.985 -0.350 -0.074 -0.407
H -3.376 1.705 3.864 -0.922 -0.801 1.005
H -3.246 3.006 2.736 0.118 0.751 0.367
H -3.593 1.603 2.019 -0.774 -1.264 -0.273
```
Forces are in eV/Å.

Entry from the OMol25 dataset: a molecular structure, C18H24N7RhS3 in a non-equilibrium geometry (ωB97M-V/def2-TZVPD).

Summary:
Spin multiplicity: 1
Maximum force: 2.62 eV Å⁻¹
LUMO (spin up / spin down): -7.55 / -7.56 eV
Gap between HOMO and LUMO (spin up / spin down): 6.2953 / 6.2946 eV
Total charge: +2
HOMO (spin up / spin down): -13.85 / -13.85 eV

XYZ file:
```
53
Properties=species:S:1:pos:R:3:forces:R:3
Rh 0.495 0.107 -1.281 -1.973 1.632 0.566
C 4.012 -3.732 -1.311 0.017 -0.003 0.001
S 4.669 -2.057 -1.441 -0.062 0.055 -0.032
C 3.241 -1.094 -1.575 0.110 0.051 -0.083
S 1.654 -1.810 -1.482 -0.039 -0.225 -0.214
N 3.409 0.173 -1.804 -0.089 -0.100 0.455
N 2.205 0.811 -1.926 0.509 -0.119 -0.210
C 2.183 1.904 -2.606 -0.177 -0.170 -0.022
C 0.881 2.337 -3.083 -0.186 0.021 0.093
C 0.677 3.475 -3.840 0.001 -0.149 0.093
C -0.581 3.676 -4.395 -0.041 0.013 -0.014
C -1.574 2.736 -4.180 -0.030 0.007 0.009
C -1.313 1.638 -3.373 -0.021 0.040 -0.055
N -0.117 1.447 -2.822 0.640 -0.251 -0.434
H 4.889 -4.354 -1.138 -0.009 -0.010 -0.009
H 3.536 -4.045 -2.237 -0.009 0.009 0.004
H 3.336 -3.832 -0.465 0.003 -0.002 0.005
H 3.120 2.335 -2.938 0.007 0.039 0.036
H 1.486 4.171 -4.009 0.018 -0.002 0.001
H -0.773 4.550 -5.004 -0.003 -0.010 -0.022
H -2.547 2.836 -4.637 -0.005 0.016 0.002
H -2.070 0.899 -3.157 0.022 -0.017 -0.015
N 0.608 -0.280 0.661 0.503 -0.168 0.079
C 0.671 -0.943 1.616 -0.006 0.009 -0.014
N 0.681 -1.607 2.713 0.072 -0.013 -0.033
C -0.503 -2.425 3.109 -0.078 0.022 -0.012
C -0.097 -3.365 4.233 -0.030 0.000 -0.006
C 1.182 -4.127 3.893 -0.009 -0.014 -0.012
C 2.357 -3.182 3.552 0.018 0.042 0.029
C 1.916 -1.727 3.524 0.015 -0.029 0.020
H -0.826 -2.991 2.233 0.011 -0.010 0.011
H -1.309 -1.754 3.406 0.013 -0.016 0.017
H -0.923 -4.059 4.391 0.007 -0.001 0.027
H 0.018 -2.807 5.164 -0.008 0.002 0.005
H 0.982 -4.788 3.047 0.000 -0.003 -0.001
H 1.448 -4.772 4.729 -0.009 -0.016 -0.009
H 2.781 -3.442 2.580 0.023 0.011 0.007
H 3.163 -3.273 4.281 -0.002 -0.016 0.003
H 2.672 -1.069 3.098 -0.009 -0.021 -0.028
H 1.677 -1.358 4.521 0.043 0.012 -0.005
C -4.930 1.959 -1.237 -0.063 -0.077 0.026
N -3.944 2.590 -0.369 0.124 -0.020 -0.129
C -4.072 3.853 0.180 0.046 0.072 0.172
C -2.940 4.115 0.865 -0.117 0.065 -0.068
N -2.137 3.004 0.719 0.059 -0.076 -0.097
C -2.747 2.074 -0.039 0.338 0.229 0.007
S -2.180 0.513 -0.435 0.439 -0.829 -0.196
H -5.920 2.285 -0.930 0.000 -0.013 -0.004
H -4.854 0.881 -1.136 -0.028 0.011 -0.006
H -4.758 2.246 -2.273 0.002 0.001 0.013
H -4.967 4.435 0.053 -0.003 0.020 -0.013
H -2.643 4.976 1.434 -0.009 0.005 0.020
H -1.226 2.867 1.124 -0.024 -0.005 0.045
```
Forces are in eV/Å.

Entry from the OMol25 dataset: a molecular structure, C18H25AsN2O4ReSe (ωB97M-V/def2-TZVPD).

Summary:
Spin multiplicity: 2
Maximum force: 0.66 eV Å⁻¹
LUMO (spin up / spin down): -8.85 / -8.49 eV
Expectation value of S²: 0.77
Gap between HOMO and LUMO (spin up / spin down): 5.8853 / 6.2577 eV
Total charge: +2
HOMO (spin up / spin down): -14.74 / -14.74 eV

XYZ file:
```
52
Properties=species:S:1:pos:R:3:forces:R:3
Re 0.866 0.263 0.322 -0.255 0.128 -0.597
C -1.994 -2.148 1.044 0.003 0.034 0.076
C -1.096 -2.245 -0.129 -0.045 0.057 -0.098
N -0.125 -1.398 -0.462 0.108 -0.079 0.251
C 0.472 -1.880 -1.613 0.013 0.085 -0.031
C -0.161 -3.017 -1.999 -0.055 -0.038 0.113
N -1.134 -3.220 -1.055 0.121 0.111 -0.012
C -0.038 -4.018 -3.110 0.100 -0.021 -0.203
O 0.902 -3.821 -4.015 -0.039 0.120 0.172
O -0.804 -4.936 -3.114 -0.047 -0.024 0.048
C 1.615 -1.114 -2.112 0.177 0.003 -0.030
O 2.257 -1.341 -3.086 -0.130 0.083 0.114
O 1.870 -0.045 -1.261 -0.085 -0.438 0.202
H -1.696 -1.309 1.672 -0.010 -0.023 0.012
H -1.946 -3.060 1.639 0.001 0.006 0.005
H -3.029 -2.011 0.726 -0.006 -0.005 0.008
H -1.759 -4.019 -1.094 -0.002 -0.009 -0.014
H 1.436 -3.021 -3.847 0.050 -0.050 -0.088
C -1.867 -0.422 7.596 0.030 0.007 -0.054
C -1.085 -0.198 6.333 -0.093 0.086 0.085
C -1.094 1.042 5.695 0.108 -0.042 -0.100
C -0.373 1.280 4.532 -0.140 -0.325 0.164
C -0.407 2.635 3.896 0.133 0.099 0.075
C 0.360 0.199 4.028 -0.171 -0.267 -0.068
Se 1.499 0.523 2.501 0.530 0.190 0.110
C 0.425 -1.063 4.624 -0.245 0.204 0.203
C 1.242 -2.218 4.125 0.037 -0.043 -0.052
C -0.329 -1.225 5.786 0.125 -0.034 -0.160
H -2.403 0.475 7.898 -0.003 -0.001 0.005
H -1.200 -0.713 8.409 -0.002 0.000 0.006
H -2.589 -1.228 7.462 -0.005 -0.005 0.010
H -1.673 1.853 6.118 0.001 0.011 0.022
H -1.024 3.312 4.483 0.008 0.015 0.002
H -0.829 2.588 2.895 -0.027 0.018 -0.140
H 0.591 3.076 3.826 -0.013 0.010 -0.023
H 1.742 -2.022 3.178 0.013 0.005 -0.017
H 0.611 -3.097 3.990 0.020 -0.016 0.021
H 2.011 -2.477 4.853 -0.009 -0.014 0.002
H -0.308 -2.190 6.280 0.007 -0.007 0.010
C -0.291 3.787 0.177 -0.034 0.077 0.007
As -0.841 1.981 -0.172 0.008 0.095 0.125
C -2.563 1.703 0.629 -0.128 0.016 -0.033
C -1.097 1.872 -2.075 -0.017 -0.037 -0.112
H -1.060 4.455 -0.213 0.029 0.020 0.022
H 0.651 3.975 -0.336 -0.005 0.007 -0.005
H -0.166 3.948 1.245 0.001 -0.003 -0.035
H -3.224 2.501 0.290 -0.013 -0.038 0.030
H -2.485 1.725 1.712 -0.007 0.010 0.061
H -2.956 0.740 0.310 -0.019 0.014 -0.028
H -1.812 2.645 -2.358 0.009 -0.020 -0.028
H -1.488 0.892 -2.341 -0.010 0.016 -0.016
H -0.148 2.046 -2.581 -0.016 0.014 -0.014
```
Forces are in eV/Å.

Entry from the OMol25 dataset: 2 unconnected molecules or ions with the total composition C18H25ClIN3O4P in a non-equilibrium geometry (ωB97M-V/def2-TZVPD).

Summary:
Spin multiplicity: 1
Maximum force: 8.59 eV Å⁻¹
LUMO: 0.21 eV
Gap between HOMO and LUMO: 2.1245 eV
Total charge: -1
HOMO: -1.91 eV

XYZ file:
```
53
Properties=species:S:1:pos:R:3:forces:R:3
N 4.616 1.329 -3.912 -1.603 -0.021 -0.724
C 3.722 0.195 -4.393 -0.400 -1.132 0.332
C 2.142 0.352 -3.956 -3.504 0.968 1.029
C 1.383 1.797 -4.105 -1.416 -1.228 0.904
C -0.172 2.078 -3.668 1.163 -2.714 0.506
C -1.104 0.872 -3.064 4.247 -0.283 -1.209
C -0.381 -0.628 -2.911 1.268 3.609 -1.383
I -1.648 -2.267 -2.089 1.300 1.873 -0.858
C 1.211 -0.897 -3.348 -2.079 3.111 0.113
P 2.051 -2.626 -3.214 0.372 0.285 0.865
O 1.846 -3.302 -1.604 0.132 -0.451 -2.428
Cl 0.899 -3.922 -4.499 0.075 0.667 0.783
C -0.468 3.659 -3.986 -3.311 1.183 1.239
O -1.405 4.496 -3.526 5.965 -5.396 -3.019
N 0.599 4.043 -5.030 0.591 -1.309 1.500
C 1.867 3.255 -4.676 3.964 1.217 0.082
O 3.068 3.820 -4.823 -7.250 -3.722 0.722
H 4.078 1.904 -3.197 1.017 -0.789 -1.559
H 4.866 1.919 -4.742 -0.692 -0.413 1.430
H 4.180 -0.804 -3.926 -1.475 2.039 -1.042
H 3.730 0.047 -5.567 0.088 0.514 2.383
H -2.222 1.085 -2.790 2.491 -0.674 -0.486
H 2.218 -4.246 -1.648 -0.741 1.998 -0.027
H 0.370 3.590 -5.946 -0.332 0.695 0.940
C -1.418 -2.085 4.918 -0.062 0.003 0.467
C -2.100 -1.122 3.921 0.050 0.181 0.833
C -1.878 0.344 4.376 -0.147 0.093 -0.029
C -0.454 0.868 4.217 0.076 0.299 0.225
C 0.324 0.198 3.091 0.162 -0.242 -0.040
C -0.553 -0.444 1.985 0.505 0.046 0.280
N -1.463 -1.412 2.623 -0.681 -0.219 -1.181
O -2.284 -2.067 1.717 0.512 0.462 0.384
C 0.421 -1.210 1.049 -0.236 -0.092 -0.077
C -1.241 0.665 1.157 -0.142 0.107 -0.213
C -3.633 -1.366 4.017 0.190 -0.180 -0.535
H -1.593 -3.130 4.641 -0.034 0.196 -0.186
H -1.807 -1.947 5.935 -0.051 0.030 0.035
H -0.336 -1.935 4.960 -0.090 0.077 -0.124
H -2.549 1.004 3.811 -0.025 -0.281 -0.050
H -2.179 0.467 5.427 -0.046 -0.211 -0.165
H -0.496 1.951 4.046 -0.030 -0.103 0.061
H 0.097 0.735 5.155 -0.021 0.025 -0.081
H 1.021 0.927 2.657 -0.164 -0.159 -0.168
H 0.961 -0.577 3.536 -0.163 -0.103 -0.239
H 0.904 -2.041 1.577 -0.209 0.132 0.011
H 1.216 -0.549 0.682 -0.123 0.103 0.104
H -0.089 -1.621 0.169 0.025 0.084 0.431
H -0.492 1.335 0.714 0.034 -0.118 0.097
H -1.915 1.289 1.752 0.049 -0.118 0.048
H -1.824 0.252 0.327 0.039 -0.204 0.235
H -3.996 -1.174 5.035 0.335 0.122 -0.029
H -3.904 -2.402 3.782 0.198 0.231 -0.170
H -4.189 -0.702 3.344 0.178 -0.188 -0.019
```
Forces are in eV/Å.